Entry 1:
{"formula": "C10H15N10OTe4W", "method": "the ωB97M-V functional and the def2-TZVPD basis", "elements": ["W", "Te", "Te", "Te", "Te", "N", "C", "N", "C", "C", "O", "C", "C", "H", "H", "H", "H", "H", "H", "H", "H", "N", "C", "N", "N", "N", "C", "N", "N", "H", "H", "H", "N", "C", "C", "C", "N", "H", "H", "H", "H"], "positions_angstrom": [[0.49223, -1.43349, 0.45232], [-0.88808, -1.99534, 2.75064], [1.57906, -1.14097, 2.98181], [2.97308, -0.15847, 0.14253], [1.29694, -0.21644, -1.89948], [0.05282, 0.59187, 1.01829], [0.15325, 1.74017, 0.88725], [0.23570, 3.01417, 0.73947], [1.41669, 3.76256, 1.21375], [2.21091, 4.20191, -0.00366], [1.39352, 4.95257, -0.88145], [0.32378, 4.18244, -1.39045], [-0.58785, 3.71302, -0.26670], [1.99675, 3.12612, 1.88066], [1.05026, 4.62889, 1.76645], [2.60940, 3.31978, -0.52354], [3.03834, 4.84331, 0.29354], [0.70993, 3.31273, -1.93929], [-0.22809, 4.82133, -2.07797], [-1.36097, 3.03374, -0.62490], [-1.05833, 4.56195, 0.23197], [-1.23733, -3.76313, -1.12026], [-0.68314, -2.89517, -0.59622], [0.37083, -5.41304, 1.62660], [1.17766, -4.75929, 0.72223], [1.61014, -5.26616, -0.42054], [2.03673, -4.21096, -1.08645], [1.90515, -3.09223, -0.33552], [1.35267, -3.46641, 0.77726], [-0.25240, -6.00660, 1.08699], [0.94571, -5.95927, 2.26032], [2.46004, -4.23717, -2.07370], [-2.28828, -0.96055, -1.41352], [-3.58755, -0.65378, -1.39097], [-3.83181, -0.01385, -0.19516], [-2.59853, 0.01263, 0.45322], [-1.65040, -0.54936, -0.30283], [-1.78547, -1.48376, -2.11237], [-4.23164, -0.91674, -2.21217], [-4.77213, 0.36619, 0.15949], [-2.34962, 0.40681, 1.42234]], "gap_ev": [5.28, 5.28], "e_above_lowest_kcal_mol": 64.9, "e_homo_ev": [-10.04, -10.04], "total_charge": 1}

Entry 2:
{"formula": "C10H15N2O", "method": "the ωB97M-V functional and the def2-TZVPD basis", "elements": ["C", "C", "C", "C", "C", "C", "C", "C", "C", "C", "N", "N", "O", "H", "H", "H", "H", "H", "H", "H", "H", "H", "H", "H", "H", "H", "H", "H"], "positions_angstrom": [[-3.73163, -0.02916, 0.15089], [-3.62197, 1.33601, 0.37319], [-2.37934, -0.53587, -0.06212], [-1.63123, 0.62467, 0.04527], [-0.85805, -2.30339, -0.06182], [0.58909, -0.53790, -0.62427], [1.67241, 1.73846, -0.89545], [2.99892, -0.22331, -0.28680], [1.40628, 0.65929, 1.48665], [1.60611, 0.43248, -0.10495], [-1.96674, -1.78271, -0.43999], [0.29911, -1.64343, 0.01538], [-2.28720, 1.69145, 0.18351], [-4.63431, -0.61539, 0.34109], [-4.41630, 2.08221, 0.28520], [-0.79198, -3.39087, 0.24000], [0.02816, -0.42343, -1.63593], [2.02905, 1.63063, -1.99452], [2.49054, 2.42831, -0.47030], [0.82689, 2.41426, -0.79581], [2.78022, -1.00197, -1.05864], [3.72107, 0.56947, -0.61725], [3.27607, -0.71292, 0.65075], [2.31576, 1.20878, 1.77714], [1.47201, -0.35908, 1.82671], [0.53354, 1.30567, 1.68052], [-2.78275, -2.53567, -0.60446], [1.05627, -2.02656, 0.59603]], "gap_ev": [7.45, 6.93], "e_above_lowest_kcal_mol": 115.9, "e_homo_ev": [-12.19, -11.73], "total_charge": 1}

no.,maximum force (eV Å⁻¹)
1,2.35
2,5.79